Arrangement i

Entry from OMol25: a molecular structure, C5H6INO (the ωB97M-V functional and the def2-TZVPD basis).

ORCA input file:
```
! wB97M-V def2-TZVPD RIJCOSX def2/J DEFGRID3
* xyz 0 1
C -0.1148 0.0142 -0.7970
C 0.3916 2.2332 -0.5379
C -0.9616 -0.8721 -0.2512
C 1.3029 2.0205 0.3457
C -0.6797 -2.2894 0.2174
N 2.2415 1.6025 1.0672
O -0.4480 1.3025 -1.1316
I -2.9332 -0.2416 -0.1921
H 0.9555 -0.2576 -0.9147
H 0.0084 3.1541 -0.9087
H -1.6069 -2.6387 0.7950
H -0.5614 -3.0293 -0.6180
H 0.3105 -2.4945 0.8702
H 2.0952 1.4962 2.0556
*
```

Results
* E_HOMO: -8.489 eV
* Kohn-Sham gap: 9.06 eV
* M: 223.0 u

Arrangement ii

Entry from OMol25: a single C5H6INO molecule (the ωB97M-V functional and the def2-TZVPD basis).

ORCA input file:
```
! wB97M-V def2-TZVPD RIJCOSX def2/J DEFGRID3
* xyz 0 1
C 1.3044 -0.3464 -0.3296
C 0.3482 -0.4666 -1.2140
C -0.9787 -0.5699 -0.8276
C -1.4926 -0.2429 0.3934
N -0.8573 0.4743 1.4028
C -0.4030 1.6550 1.2946
O 0.4360 2.1708 2.2160
I -0.5929 3.1777 -0.2158
H 0.9361 -0.5214 0.6856
H 2.2923 -0.0600 -0.5642
H 0.5866 -0.4832 -2.2631
H -1.4668 -1.4421 -1.3651
H -2.4814 -0.5069 0.6128
H 0.3636 1.5207 3.0180
*
```

Results
* E_HOMO: -8.382 eV
* structure (SMILES): C=C/C=C\N=C(\O)I
* Kohn-Sham gap: 8.54 eV
* M: 223.0 u

Relative to the most stable one, in kJ/mol, the structures come out at arrangement i 91.5; arrangement ii 0.0.

Arrangement i

Entry from OMol25: a molecular structure, C33H41ClIN6ORuSSe (the ωB97M-V functional and the def2-TZVPD basis).

ORCA input file:
```
! wB97M-V def2-TZVPD RIJCOSX def2/J DEFGRID3
* xyz 2 2
Ru 0.5140 -1.0094 1.5576
Cl -2.4138 -7.4318 1.1211
C -1.7446 -5.9251 1.6446
C -1.6675 -5.6362 2.9777
C -1.1324 -4.4116 3.4275
I -1.0501 -3.9752 5.4543
C -0.6615 -3.4679 2.5419
O -0.1643 -2.3013 2.9110
C -0.7010 -3.7966 1.1761
N -0.1375 -2.8730 0.3544
C -0.1210 -3.1008 -0.9465
C -0.6707 -4.2548 -1.5185
C -1.2332 -5.2021 -0.7014
C -1.2504 -5.0022 0.6931
H -2.0225 -6.3593 3.6992
H 0.3271 -2.3391 -1.5758
H -0.6428 -4.3885 -2.5906
H -1.6598 -6.1091 -1.1082
S 2.1199 -0.3689 3.1480
C 0.7587 0.4421 3.8321
C 0.6904 1.0757 5.0665
C -0.4858 1.7225 5.3865
C -1.5546 1.6899 4.4885
C -1.4120 0.9985 3.3081
N -0.2599 0.4012 2.9815
H 1.5401 1.0571 5.7339
H -0.5767 2.2500 6.3267
H -2.4872 2.1870 4.7115
H -2.2222 0.9180 2.5969
C 1.9990 0.6826 -3.4908
C 1.0825 1.8967 -3.6396
C 1.5494 3.0980 -2.8189
C 1.3236 2.9486 -1.3168
N -0.0919 2.9528 -0.9538
C -0.8353 1.9177 -0.5323
Se -0.3191 0.1026 -0.4967
N -2.0851 2.3452 -0.2976
C -3.2371 1.5389 0.1264
C -4.2453 1.3329 -1.0017
C -3.7306 0.4531 -2.1411
C -3.6582 -1.0274 -1.7728
C -2.1585 3.7068 -0.5860
C -3.2186 4.6075 -0.5333
C -2.9545 5.8989 -0.9386
C -1.6720 6.2918 -1.3554
C -0.6170 5.4035 -1.3810
C -0.8944 4.0936 -1.0003
H 1.6927 -0.1158 -4.1676
H 1.9582 0.2854 -2.4713
H 3.0321 0.9500 -3.7289
H 0.0618 1.6248 -3.3526
H 1.0469 2.1854 -4.6904
H 1.0364 3.9981 -3.1622
H 2.6181 3.2586 -2.9838
H 1.7954 3.7698 -0.7759
H 1.7452 2.0144 -0.9541
H -3.7018 2.0578 0.9660
H -2.8601 0.5814 0.4812
H -4.5371 2.3086 -1.3950
H -5.1397 0.8793 -0.5687
H -2.7458 0.8070 -2.4667
H -4.4004 0.5708 -2.9938
H -2.9385 -1.2171 -0.9736
H -3.3515 -1.6212 -2.6349
H -4.6335 -1.3909 -1.4440
H -4.2024 4.3142 -0.1943
H -3.7540 6.6267 -0.9385
H -1.5093 7.3144 -1.6665
H 0.3731 5.7163 -1.6821
N 5.5617 -1.7326 -0.1874
C 4.7958 -0.5539 -0.7360
C 3.5692 -0.3353 0.1400
N 2.7119 -1.5190 0.2128
C 3.4672 -2.6741 0.7006
C 4.6920 -2.9623 -0.1558
H 5.8610 -1.5152 0.7666
H 6.4064 -1.9034 -0.7347
H 4.5223 -0.7893 -1.7643
H 5.4454 0.3197 -0.7293
H 2.9931 0.5082 -0.2335
H 3.8840 -0.0823 1.1554
H 2.3162 -1.7134 -0.7036
H 2.8284 -3.5565 0.7182
H 3.7655 -2.4646 1.7325
H 4.4086 -3.1789 -1.1855
H 5.2699 -3.7981 0.2345
*
```

Results
* E_HOMO (alpha / beta): -11.846 / -11.883 eV
* Kohn-Sham gap (alpha / beta): 6.42 / 6.30 eV
* M: 912.2 u

Arrangement ii

Entry from OMol25: a molecular structure, C33H41ClIN6ORuSSe (the ωB97M-V functional and the def2-TZVPD basis).

ORCA input file:
```
! wB97M-V def2-TZVPD RIJCOSX def2/J DEFGRID3
* xyz 2 2
Ru -0.7556 1.1517 0.1666
Cl -1.1974 7.7040 -2.1593
C -0.8701 6.0192 -1.9796
C -0.1048 5.3695 -2.9092
C 0.1850 4.0013 -2.7856
I 1.3052 3.0325 -4.2411
C -0.2708 3.2716 -1.7015
O -0.0161 2.0037 -1.5200
C -1.1024 3.9483 -0.7473
N -1.6092 3.1725 0.2696
C -2.4104 3.7338 1.1531
C -2.7653 5.0892 1.0975
C -2.2642 5.8804 0.1017
C -1.4141 5.3179 -0.8735
H 0.2828 5.9194 -3.7556
H -2.7763 3.0963 1.9476
H -3.4250 5.4905 1.8528
H -2.5141 6.9309 0.0459
S -1.4140 0.9370 2.4000
C 0.0570 1.9142 2.5509
C 0.4457 2.7355 3.5953
C 1.6243 3.4439 3.4238
C 2.3467 3.3330 2.2344
C 1.8655 2.5237 1.2225
N 0.7464 1.8190 1.4000
H -0.1542 2.8091 4.4905
H 1.9814 4.0967 4.2091
H 3.2636 3.8844 2.0872
H 2.3561 2.4215 0.2627
C -2.2607 -3.4403 1.0390
C -0.8976 -3.9837 1.4608
C -0.4143 -3.3874 2.7842
C 0.1395 -1.9780 2.6239
N 1.3651 -1.9516 1.8291
C 1.4703 -1.5821 0.5505
Se 0.0538 -1.0103 -0.5596
N 2.7395 -1.7281 0.1422
C 3.3043 -1.4275 -1.1759
C 3.5451 -2.6923 -1.9928
C 2.2636 -3.3372 -2.5158
C 1.6304 -2.5587 -3.6631
C 3.4850 -2.2372 1.2012
C 4.8327 -2.5661 1.3062
C 5.2544 -3.0456 2.5296
C 4.3727 -3.1866 3.6120
C 3.0370 -2.8545 3.5102
C 2.6099 -2.3807 2.2739
H -2.5086 -3.7359 0.0189
H -2.2782 -2.3464 1.0895
H -3.0489 -3.8132 1.6937
H -0.1631 -3.7794 0.6743
H -0.9427 -5.0692 1.5502
H 0.3312 -4.0332 3.2513
H -1.2482 -3.3212 3.4879
H 0.3705 -1.5171 3.5851
H -0.5737 -1.3250 2.1181
H 4.2346 -0.8865 -0.9964
H 2.6162 -0.7455 -1.6743
H 4.1074 -3.4059 -1.3864
H 4.1912 -2.4240 -2.8323
H 1.5467 -3.4512 -1.6939
H 2.4928 -4.3504 -2.8489
H 1.3294 -1.5536 -3.3587
H 0.7466 -3.0725 -4.0431
H 2.3305 -2.4579 -4.4940
H 5.5187 -2.4511 0.4791
H 6.2919 -3.3188 2.6609
H 4.7528 -3.5636 4.5511
H 2.3665 -2.9528 4.3521
N -4.2144 -0.9394 -2.7269
C -4.5760 -0.7941 -1.2754
C -3.3201 -0.4520 -0.4891
N -2.6182 0.7495 -0.9769
C -2.3818 0.6905 -2.4330
C -3.6216 0.3438 -3.2404
H -5.0310 -1.2069 -3.2798
H -3.5295 -1.6941 -2.8307
H -5.0177 -1.7291 -0.9359
H -5.3296 -0.0071 -1.2326
H -2.6169 -1.2904 -0.5172
H -3.5912 -0.3029 0.5556
H -3.1636 1.5811 -0.7547
H -1.5842 -0.0334 -2.6251
H -2.0038 1.6518 -2.7759
H -3.3837 0.2093 -4.2940
H -4.4067 1.0949 -3.1463
*
```

Results
* E_HOMO (alpha / beta): -12.059 / -12.027 eV
* Kohn-Sham gap (alpha / beta): 6.94 / 6.11 eV
* M: 912.2 u

Relative to the most stable one, in kJ/mol, the structures come out at arrangement i 182.6; arrangement ii 0.0.

Arrangement i

Entry from OMol25: a molecular structure, CHIN2 (the ωB97M-V functional and the def2-TZVPD basis).

ORCA input file:
```
! wB97M-V def2-TZVPD RIJCOSX def2/J DEFGRID3
* xyz 0 1
C 0.7556 -1.0246 0.8568
N -0.1045 -1.5979 0.2099
N 1.4130 -0.3883 -0.2493
I 3.1827 -1.1765 -0.3811
H 0.7573 -0.7623 1.9169
*
```

Results
* E_HOMO (alpha / beta): -9.567 / -9.652 eV
* Kohn-Sham gap (alpha / beta): 8.51 / 8.19 eV
* M: 167.9 u

Arrangement ii

Entry from OMol25: a molecular structure, CHIN2 (the ωB97M-V functional and the def2-TZVPD basis).

ORCA input file:
```
! wB97M-V def2-TZVPD RIJCOSX def2/J DEFGRID3
* xyz 0 1
C 0.1791 0.4940 -0.0593
N 0.3721 -0.7176 0.0563
N 0.5826 -1.8305 0.0074
I -1.9742 0.8357 0.0221
H 0.8404 1.2183 -0.0265
*
```

Results
* E_HOMO: -8.689 eV
* Kohn-Sham gap: 8.04 eV
* M: 167.9 u

Arrangement iii

Entry from OMol25: a single CHIN2 molecule (the ωB97M-V functional and the def2-TZVPD basis).

ORCA input file:
```
! wB97M-V def2-TZVPD RIJCOSX def2/J DEFGRID3
* xyz 0 1
I 1.5796 -0.1603 1.3597
C 0.0430 -0.0298 -0.2341
N -1.2137 -0.5583 0.1009
N -0.9355 0.9559 -0.0410
H 0.5266 -0.2075 -1.1855
*
```

Results
* E_HOMO: -9.901 eV
* structure (SMILES): IC1N=N1
* Kohn-Sham gap: 7.64 eV
* M: 167.9 u

Relative to the most stable one, in kJ/mol, the structures come out at arrangement i 186.2; arrangement ii 0.0; arrangement iii 170.6.

Arrangement i

Entry from OMol25: a molecular structure, CH2NOS3 (the ωB97M-V functional and the def2-TZVPD basis).

ORCA input file:
```
! wB97M-V def2-TZVPD RIJCOSX def2/J DEFGRID3
* xyz -1 1
C -1.8909 -0.1618 -0.2650
N 1.8097 0.4529 0.4411
O -2.7438 -0.2624 0.5764
S -1.1685 1.2338 -0.9679
S -0.9877 -1.3855 -1.1212
S 2.5541 -0.9827 0.0242
H 1.4916 0.3910 1.3622
H 0.9355 0.7147 -0.0499
*
```

Results
* E_HOMO (alpha / beta): -4.224 / -3.807 eV
* Kohn-Sham gap (alpha / beta): 6.90 / 6.10 eV
* M: 140.2 u

Arrangement ii

Entry from OMol25: a gas-phase ion, CH2NOS3 (charge -1) (the ωB97M-V functional and the def2-TZVPD basis).

ORCA input file:
```
! wB97M-V def2-TZVPD RIJCOSX def2/J DEFGRID3
* xyz -1 1
N -0.0757 -0.2750 -0.2495
S -1.1151 -1.3250 0.6621
S -2.8517 -1.2380 -0.3498
C -3.6676 0.3978 0.3065
O -2.9767 1.0485 1.0398
S -5.1722 0.5595 -0.3297
H -0.0723 0.6432 0.1834
H 0.8603 -0.6599 -0.2562
*
```

Results
* E_HOMO: -3.795 eV
* structure (SMILES): NSSC([O-])=S
* Kohn-Sham gap: 7.05 eV
* M: 140.2 u

Relative to the most stable one, in kJ/mol, the structures come out at arrangement i 160.3; arrangement ii 0.0.

Arrangement i

Entry from OMol25: a single C4H7F2N molecule (the ωB97M-V functional and the def2-TZVPD basis).

ORCA input file:
```
! wB97M-V def2-TZVPD RIJCOSX def2/J DEFGRID3
* xyz 0 1
C 0.2975 0.3030 -1.6081
C 0.2523 0.0657 -0.0222
N 1.4664 0.4699 0.6056
C -1.1301 0.2240 0.7047
C -0.5920 -1.1723 0.6734
F -0.2374 -1.7184 1.7854
F -1.3914 -1.9584 -0.1413
H -0.4638 1.0658 -1.8854
H 0.2860 -0.6944 -2.0594
H 1.2909 0.7019 -1.6842
H 1.6875 0.1091 1.4757
H 1.7130 1.5385 0.4952
H -1.2849 0.6929 1.6843
H -1.8942 0.3728 -0.0236
*
```

Results
* E_HOMO: -8.880 eV
* structure (SMILES): C[C@@]1(N)CC1(F)F
* Kohn-Sham gap: 9.90 eV
* M: 107.1 u

Arrangement ii

Entry from OMol25: a single C4H7F2N molecule (the ωB97M-V functional and the def2-TZVPD basis).

ORCA input file:
```
! wB97M-V def2-TZVPD RIJCOSX def2/J DEFGRID3
* xyz 0 1
C -0.0806 1.6315 -0.8593
C 0.0471 0.5328 -0.2878
C -1.0566 -0.4902 -0.2860
C 1.5790 -0.0308 0.0385
N 1.5287 -1.2090 0.7032
F 2.2516 -0.2361 -1.2021
F 2.3504 0.9846 0.4993
H 0.6857 2.3952 -0.9915
H -0.9753 1.9722 -1.3378
H -1.8759 0.2177 -0.3956
H -1.0592 -1.0545 0.6630
H -1.1968 -1.0436 -1.1212
H 2.4016 -1.8056 0.6571
H 1.0889 -1.2706 1.6600
*
```

Results
* E_HOMO: -10.272 eV
* structure (SMILES): C=C(C)C(N)(F)F
* Kohn-Sham gap: 11.23 eV
* M: 107.1 u

Relative to the most stable one, in kJ/mol, the structures come out at arrangement i 71.2; arrangement ii 0.0.